(1)
DFT (the ωB97M-V functional and the def2-TZVPD basis) results for 8 unconnected molecules or ions with the total composition C8H32O8 at a distorted geometry.

Computed properties:
LUMO energy = 0.5 eV
HOMO level = -9.8 eV
Max |F| = 3.8 eV/Å
Kohn-Sham gap = 10.338 eV
Energy relative to the best compared isomer or geometry (same formula, charge and spin) = 408.5 kJ/mol

Element x y z (Å)
C (-10.398, 13.093, 4.989)
O (-10.300, 13.806, 6.191)
H (-10.571, 12.029, 5.257)
H (-11.264, 13.522, 4.455)
H (-9.534, 13.203, 4.361)
H (-9.500, 13.656, 6.728)
C (-8.752, 10.094, 5.129)
O (-7.872, 11.032, 4.525)
H (-8.234, 9.113, 5.330)
H (-9.299, 10.406, 6.102)
H (-9.581, 9.786, 4.428)
H (-8.365, 11.877, 4.366)
C (-12.432, 15.412, 8.247)
O (-12.829, 15.495, 6.969)
H (-11.783, 14.505, 8.500)
H (-11.930, 16.308, 8.657)
H (-13.278, 15.214, 8.850)
H (-12.211, 14.972, 6.462)
C (-4.129, 16.502, 9.579)
O (-4.213, 15.049, 9.720)
H (-3.064, 16.736, 9.540)
H (-4.649, 16.819, 8.664)
H (-4.515, 16.976, 10.440)
H (-5.095, 14.872, 9.501)
C (-4.961, 11.449, 7.613)
O (-4.196, 12.273, 6.693)
H (-5.027, 10.438, 7.296)
H (-4.490, 11.694, 8.602)
H (-5.989, 11.877, 7.734)
H (-4.314, 11.845, 5.848)
C (-7.668, 13.492, 8.887)
O (-7.891, 13.799, 7.516)
H (-8.111, 14.208, 9.594)
H (-8.104, 12.534, 9.088)
H (-6.650, 13.410, 9.192)
H (-7.454, 14.636, 7.316)
C (-5.216, 15.477, 5.364)
O (-5.475, 14.754, 6.558)
H (-5.308, 16.558, 5.737)
H (-4.194, 15.403, 5.012)
H (-5.879, 15.197, 4.550)
H (-5.160, 13.839, 6.398)
C (-4.508, 8.388, 3.870)
O (-4.883, 9.637, 4.563)
H (-5.044, 7.655, 4.416)
H (-4.609, 8.413, 2.791)
H (-3.488, 8.193, 4.210)
H (-5.749, 9.918, 4.392)

Force components x, y, z for each atom (eV/Å):
C -0.962 -0.527 1.025
O -0.408 0.878 0.429
H -0.052 0.434 -0.760
H 0.363 -0.464 0.079
H 0.564 0.189 -0.470
H 0.138 -0.141 -0.432
C -1.602 -1.320 0.448
O -0.636 0.548 0.363
H -0.044 1.313 -0.088
H 1.282 -0.109 -1.397
H 0.671 0.494 0.456
H 0.665 -1.265 0.289
C 1.869 -1.186 3.138
O -0.440 0.121 -2.499
H -0.369 1.106 -0.666
H -0.051 -0.172 -0.351
H -1.175 0.143 0.925
H 0.348 -0.066 -0.500
C 0.812 -1.600 -0.795
O 1.672 1.652 0.385
H -0.121 0.055 -0.276
H 0.262 0.048 0.251
H -0.692 0.617 0.928
H -1.888 -0.794 -0.529
C -0.228 3.048 1.354
O -0.672 -0.621 0.149
H 0.309 -0.909 0.040
H -0.237 -1.085 -0.751
H 0.604 -0.521 -0.494
H 0.218 -0.215 -0.633
C -0.919 0.478 0.345
O -0.103 -0.078 0.697
H -0.224 0.053 -0.390
H -0.383 -0.520 -0.009
H 1.169 -0.004 -0.302
H 0.360 -0.157 -0.251
C 0.039 2.082 1.459
O 0.195 -0.639 -0.594
H -0.253 -1.263 -1.263
H 0.365 -0.359 0.039
H -0.314 0.287 -0.056
H 0.009 0.227 0.618
C 0.185 1.702 2.032
O 2.782 -0.852 -0.226
H -0.959 -1.257 -0.385
H -0.149 -0.027 -0.012
H 0.141 0.349 -0.592
H -2.142 0.332 -0.730

***

(2)
DFT (the ωB97M-V functional and the def2-TZVPD basis) results for 8 unconnected molecules or ions with the total composition C8H33N9O8 at a distorted geometry.

Computed properties:
LUMO energy = -0.2 eV
HOMO level = -8.7 eV
Max |F| = 3.5 eV/Å
Kohn-Sham gap = 8.529 eV
Energy relative to the best compared isomer or geometry (same formula, charge and spin) = 18.9 kJ/mol

Element x y z (Å)
C (-0.493, 3.735, 0.205)
O (-1.358, 2.601, 0.175)
C (-2.228, 2.678, -0.935)
C (-3.153, 1.434, -0.959)
C (-3.788, 1.141, -2.329)
N (-4.165, 1.418, 0.069)
H (-1.037, 4.665, 0.384)
H (0.035, 3.764, -0.753)
H (0.261, 3.666, 0.989)
H (-2.859, 3.574, -0.964)
H (-1.606, 2.610, -1.830)
H (-2.440, 0.622, -0.781)
H (-4.277, 2.053, -2.678)
H (-4.356, 0.218, -2.301)
H (-2.934, 0.959, -2.989)
H (-4.507, 2.374, 0.045)
H (-4.953, 0.805, -0.085)
N (-2.365, -3.554, -2.450)
C (-2.217, -2.366, -1.835)
N (-0.916, -2.051, -1.591)
O (-3.217, -1.672, -1.581)
H (-3.258, -3.678, -2.898)
H (-1.525, -3.835, -2.930)
H (-0.280, -2.824, -1.656)
H (-0.676, -1.234, -1.054)
N (4.610, -3.610, -0.803)
C (4.059, -2.554, -0.119)
N (3.720, -1.521, -0.943)
O (3.834, -2.711, 1.078)
H (4.372, -3.713, -1.774)
H (4.849, -4.427, -0.272)
H (3.132, -0.796, -0.567)
H (4.123, -1.577, -1.858)
N (4.566, -0.353, 2.617)
C (3.437, 0.324, 2.853)
N (2.313, -0.357, 2.600)
O (3.379, 1.490, 3.284)
H (5.428, 0.161, 2.642)
H (4.470, -1.255, 2.170)
H (1.397, 0.017, 2.762)
H (2.364, -1.284, 2.208)
N (-2.011, -0.651, 1.775)
C (-1.778, -0.645, 3.083)
N (-0.844, -1.503, 3.505)
O (-2.283, 0.172, 3.872)
H (-2.808, -0.162, 1.393)
H (-1.479, -1.220, 1.140)
H (-0.756, -2.376, 3.007)
H (-0.810, -1.592, 4.509)
O (2.728, 2.179, -0.425)
H (3.098, 2.396, -1.287)
H (2.963, 2.926, 0.138)
O (0.596, 0.493, 0.206)
H (1.404, 1.029, 0.130)
H (0.002, 1.018, 0.762)
O (-0.172, 0.782, -2.529)
H (0.181, 1.647, -2.755)
H (0.231, 0.569, -1.670)

Force components x, y, z for each atom (eV/Å):
C -0.114 -0.376 -0.272
O 0.054 0.884 0.660
C -0.971 -1.285 -0.231
C 0.655 -1.340 -0.752
C 1.892 0.871 0.007
N 0.296 1.458 1.021
H -0.153 0.031 -0.200
H 0.076 0.363 -0.084
H -0.198 -0.463 0.161
H 0.281 0.343 0.236
H -0.240 0.267 -0.240
H -0.146 -0.170 0.063
H -0.560 -0.319 -0.132
H -0.377 0.310 0.034
H -0.201 -0.056 -0.347
H -0.554 -0.159 0.630
H 0.190 -0.155 -0.444
N 0.400 -1.025 -0.451
C -2.020 1.809 0.460
N -0.155 -0.020 0.267
O 1.666 -0.584 0.163
H 0.162 -0.120 -0.065
H -0.418 -0.510 -0.421
H 0.400 0.290 0.261
H 0.025 -0.051 -0.032
N 0.414 0.340 -0.539
C -0.609 -1.758 -0.211
N 0.198 -0.614 1.219
O -0.044 1.217 -0.015
H 0.204 -0.254 0.031
H -0.140 0.003 0.014
H 0.176 0.284 -0.344
H -0.317 0.728 -0.163
N 0.765 -0.401 -0.141
C -0.875 2.400 0.945
N -0.830 -1.373 -0.501
O 0.528 -0.717 -0.445
H -0.020 -0.131 0.004
H 0.452 0.039 -0.019
H 0.166 0.250 0.180
H -0.035 0.025 0.053
N -0.598 -0.087 -1.837
C -1.295 2.752 1.761
N 1.497 -1.793 0.671
O 0.182 -0.992 -0.898
H 0.062 0.319 0.147
H -0.076 -0.116 0.103
H 0.072 0.027 0.078
H 0.081 0.067 -0.062
O 0.195 0.169 -0.142
H -0.035 -0.042 -0.014
H 0.012 -0.153 0.196
O 0.228 -0.290 -0.081
H -0.118 -0.030 0.087
H -0.302 -0.020 -0.281
O 0.275 -0.145 -0.214
H 0.006 0.011 -0.001
H -0.213 0.291 0.129

***

(3)
DFT (the ωB97M-V functional and the def2-TZVPD basis) results for 9 unconnected molecules or ions with the total composition C8H34O9 at a distorted geometry.

Computed properties:
LUMO energy = 0.4 eV
HOMO level = -9.9 eV
Max |F| = 2.6 eV/Å
Kohn-Sham gap = 10.244 eV
Energy relative to the best compared isomer or geometry (same formula, charge and spin) = 394.0 kJ/mol

Element x y z (Å)
C (4.209, 2.157, 0.257)
O (3.326, 1.197, 0.831)
H (4.753, 2.660, 1.057)
H (4.925, 1.672, -0.405)
H (3.556, 2.804, -0.328)
H (3.829, 0.723, 1.497)
C (-3.915, 1.219, 1.251)
O (-3.144, 0.637, 0.217)
H (-3.545, 0.858, 2.210)
H (-3.884, 2.306, 1.180)
H (-4.964, 0.944, 1.143)
H (-3.387, 1.115, -0.579)
C (1.040, -2.369, 2.806)
O (0.597, -3.518, 2.201)
H (0.258, -1.895, 3.399)
H (1.876, -2.691, 3.427)
H (1.415, -1.643, 2.084)
H (-0.072, -3.968, 2.722)
C (-1.265, 2.824, -2.990)
O (-0.069, 3.381, -3.545)
H (-1.395, 1.774, -3.250)
H (-1.168, 2.870, -1.905)
H (-2.222, 3.267, -3.264)
H (-0.168, 3.347, -4.499)
C (-2.400, -1.546, -1.807)
O (-2.444, -2.563, -2.842)
H (-1.494, -1.695, -1.219)
H (-2.521, -0.538, -2.204)
H (-3.182, -1.693, -1.062)
H (-1.995, -3.328, -2.475)
C (-2.716, -1.774, 3.229)
O (-1.785, -0.756, 2.841)
H (-2.184, -2.708, 3.049)
H (-2.806, -1.838, 4.313)
H (-3.728, -1.787, 2.824)
H (-1.690, -0.814, 1.887)
C (0.029, 0.842, -0.517)
O (1.302, 1.258, -0.992)
H (0.201, -0.040, 0.100)
H (-0.435, 1.584, 0.132)
H (-0.605, 0.532, -1.347)
H (1.936, 1.110, -0.286)
C (3.336, -2.042, -0.628)
O (3.941, -3.271, -0.923)
H (3.591, -1.711, 0.379)
H (3.655, -1.255, -1.311)
H (2.247, -2.093, -0.632)
H (3.726, -3.986, -0.320)
O (2.024, 3.795, -1.806)
H (2.122, 2.901, -1.477)
H (1.291, 3.745, -2.420)

Force components x, y, z for each atom (eV/Å):
C -0.196 -0.172 -0.178
O 0.150 -0.314 0.405
H -0.109 0.419 -0.221
H 0.063 0.007 -0.104
H 0.589 0.370 0.267
H -0.219 -0.247 0.028
C -0.484 0.143 0.102
O 0.215 -0.075 -0.100
H 0.071 0.201 -0.137
H 0.217 0.116 0.340
H -0.174 -0.179 0.106
H 0.149 -0.164 -0.214
C 0.693 0.632 1.368
O -1.003 -1.535 -1.783
H 0.186 0.186 0.070
H 0.258 0.670 0.465
H -0.137 -0.131 -0.242
H 0.118 0.174 0.095
C 0.096 -0.558 0.525
O -1.298 -0.131 -0.158
H 0.365 -0.239 -0.095
H 0.058 0.135 -0.103
H 0.259 0.756 -0.277
H 0.252 0.089 -0.119
C -0.141 -1.337 0.352
O -0.119 0.966 0.449
H 0.346 0.607 -0.249
H 0.327 -0.279 -0.300
H -0.429 -0.024 -0.209
H -0.026 -0.065 -0.108
C 1.367 -0.946 0.675
O -1.123 0.180 0.381
H -0.533 -0.537 -0.551
H -0.023 0.842 0.115
H 0.201 0.405 -0.470
H 0.008 0.114 -0.234
C 0.731 -0.474 0.426
O -0.520 -0.082 -0.562
H -0.313 -0.295 0.148
H -0.222 0.188 -0.246
H 0.101 0.351 0.083
H 0.273 -0.176 0.379
C -0.494 0.171 0.992
O 0.652 -0.249 -0.897
H 0.212 0.137 0.199
H 0.117 -0.387 -0.200
H -0.202 -0.053 -0.296
H -0.331 0.398 0.223
O 0.773 0.808 0.330
H -0.520 -0.299 -0.162
H -0.235 -0.115 -0.308